Record 1
Density functional theory data (wB97M-V/def2-TZVPD) for 5 unconnected molecules or ions with the total composition C30H75N5O10 at a distorted geometry.

Its charge is 0. Its LUMO energy is 0.65 eV. The energy relative to the best compared isomer or geometry (same formula, charge and spin) comes out at 5.723 eV. The multiplicity is 1. Its strongest force on any atom is 5.268 eV/Å. Its total energy is -2213.7293 hartree. As for the structure (SMILES): COCCNCCOC.COCCNCCOC.COCCNCCOC.COCCNCCOC.COCCNCCOC.

Each line ends with the Löwdin charge.
CARTESIAN COORDINATES (ANGSTROEM)
1 C 3.07979 1.81290 -10.00013  -0.08
2 O 2.91351 0.61702 -9.15960  -0.20
3 C 1.76812 -0.17065 -9.50917  -0.22
4 C 1.30225 -1.20874 -8.44167  -0.19
5 N 1.90455 -2.57208 -8.55293  -0.06
6 C 1.23305 -3.37230 -9.62112  -0.18
7 C 1.47765 -4.89436 -9.45111  -0.25
8 O 0.61276 -5.50191 -10.35703  -0.20
9 C 0.71427 -6.88506 -10.33832  -0.13
10 H 4.15161 2.01037 -9.98326  0.07
11 H 2.71219 2.67919 -9.45011  0.07
12 H 2.66649 1.84555 -11.00821  0.08
13 H 1.99167 -0.71095 -10.42907  0.11
14 H 0.89691 0.44468 -9.73378  0.11
15 H 0.22353 -1.17005 -8.29009  0.11
16 H 1.46628 -0.88943 -7.41247  0.11
17 H 2.91322 -2.57453 -8.60453  0.11
18 H 1.45604 -3.19368 -10.67300  0.11
19 H 0.16309 -3.20710 -9.49460  0.12
20 H 1.37433 -5.24563 -8.42444  0.12
21 H 2.49870 -5.22566 -9.64031  0.11
22 H 0.18148 -7.09545 -11.26566  0.09
23 H 0.34214 -7.40896 -9.45790  0.09
24 H 1.76122 -7.14216 -10.49928  0.08
25 C -3.30843 0.01813 7.51439  -0.13
26 O -4.62134 -0.07205 6.96683  -0.18
27 C -5.39967 1.15324 6.97270  -0.20
28 C -6.82660 0.63368 6.93218  -0.24
29 N -7.82606 1.64768 6.75061  -0.07
30 C -8.02771 2.40833 7.97855  -0.21
31 C -9.28729 3.29457 8.06391  -0.22
32 O -9.21427 4.20183 9.16223  -0.17
33 C -9.98711 5.37758 8.95352  -0.12
34 H -2.98474 -1.02172 7.55934  0.08
35 H -3.12127 0.45486 8.49539  0.08
36 H -2.48603 0.51716 7.00184  0.08
37 H -5.30539 1.89165 6.17647  0.12
38 H -5.19101 1.61895 7.93586  0.11
39 H -6.94245 0.09845 7.87462  0.12
40 H -6.94009 -0.11033 6.14372  0.12
41 H -7.53873 2.23528 5.98103  0.11
42 H -7.21436 3.12388 8.09922  0.11
43 H -7.92442 1.73493 8.82941  0.12
44 H -10.18843 2.68461 8.00091  0.12
45 H -9.29209 3.83441 7.11699  0.11
46 H -11.02640 5.16975 9.20808  0.08
47 H -9.97160 5.82308 7.95883  0.08
48 H -9.65885 6.21847 9.56446  0.08
49 C -0.08539 0.17857 0.87822  -0.12
50 O -1.25816 0.63207 1.39090  -0.16
51 C -2.37057 0.05893 0.89178  -0.23
52 C -2.87965 0.52924 -0.58251  -0.15
53 N -3.27529 1.96458 -0.46386  -0.10
54 C -4.62839 2.13538 -0.18359  -0.26
55 C -4.99780 3.56932 0.14832  -0.28
56 O -4.76958 3.88567 1.48118  -0.16
57 C -4.83304 5.37496 1.66668  -0.05
58 H 0.15871 -0.82196 1.23523  0.10
59 H 0.65581 0.92963 1.15138  0.10
60 H -0.10592 0.25386 -0.20899  0.09
61 H -3.29151 0.23932 1.44626  0.12
62 H -2.26197 -0.99711 0.64468  0.11
63 H -3.73448 0.04503 -1.05463  0.11
64 H -2.15931 0.38357 -1.38748  0.09
65 H -2.65987 2.26701 0.27770  0.10
66 H -4.94241 1.45396 0.60708  0.12
67 H -5.06970 1.94888 -1.16266  0.13
68 H -6.05860 3.77255 0.00167  0.11
69 H -4.64937 4.19276 -0.67509  0.12
70 H -5.34573 5.70253 2.57107  0.08
71 H -5.30760 5.86632 0.81729  0.07
72 H -3.85598 5.85263 1.73935  0.08
73 C 2.79948 -7.69744 3.42257  -0.17
74 O 2.84812 -7.59649 4.79786  -0.20
75 C 3.14888 -6.24807 5.31994  -0.13
76 C 3.37042 -6.32214 6.94787  -0.21
77 N 3.44172 -4.97045 7.38795  -0.08
78 C 3.55157 -5.02556 8.86745  -0.22
79 C 4.08665 -3.64936 9.27565  -0.19
80 O 5.31766 -3.21096 8.58239  -0.23
81 C 6.51040 -4.06749 8.82132  -0.06
82 H 3.77356 -7.54565 2.95755  0.08
83 H 2.15832 -6.95092 2.95382  0.08
84 H 2.39457 -8.64049 3.05545  0.09
85 H 2.50826 -5.41014 5.04504  0.11
86 H 4.15598 -6.00263 4.98288  0.10
87 H 4.20951 -6.95043 7.24666  0.11
88 H 2.50683 -6.82985 7.37745  0.11
89 H 4.22724 -4.41981 7.07192  0.10
90 H 4.13868 -5.85226 9.26742  0.11
91 H 2.54069 -5.23999 9.21421  0.12
92 H 4.15081 -3.57473 10.36120  0.11
93 H 3.37540 -2.85339 9.05507  0.12
94 H 6.30744 -4.99264 8.28188  0.07
95 H 6.63039 -4.31220 9.87669  0.08
96 H 7.34972 -3.48642 8.43922  0.09
97 C 8.04583 1.65524 -7.79022  -0.14
98 O 7.95027 2.49399 -6.64470  -0.20
99 C 6.65382 2.20941 -5.86496  -0.13
100 C 6.11433 3.41794 -5.08079  -0.27
101 N 4.68056 3.39070 -4.91651  -0.05
102 C 4.15265 4.69718 -4.20352  -0.16
103 C 2.68730 4.98757 -4.29851  -0.23
104 O 2.33536 5.29770 -5.69025  -0.21
105 C 0.85004 5.38241 -5.95859  -0.06
106 H 7.92718 0.64368 -7.40191  0.08
107 H 9.00070 1.55583 -8.30641  0.08
108 H 7.27826 1.90542 -8.52258  0.08
109 H 6.65570 1.32067 -5.23388  0.12
110 H 5.89250 1.98360 -6.61162  0.10
111 H 6.47578 4.36825 -5.47368  0.11
112 H 6.59270 3.48996 -4.10403  0.11
113 H 4.36957 3.33815 -5.87600  0.09
114 H 4.66467 5.61109 -4.50472  0.11
115 H 4.55689 4.45181 -3.22143  0.11
116 H 2.51245 5.78542 -3.57673  0.11
117 H 1.95018 4.28242 -3.91446  0.11
118 H 0.56039 5.58812 -6.98907  0.07
119 H 0.50505 6.22492 -5.35922  0.08
120 H 0.29082 4.47294 -5.73895  0.08


Record 2
Density functional theory data (wB97M-V/def2-TZVPD) for 6 unconnected molecules or ions with the total composition C30H76N4O10 at a distorted geometry.

Its charge is 0. Its LUMO energy is 0.46 eV. The energy relative to the best compared isomer or geometry (same formula, charge and spin) comes out at 3.101 eV. The multiplicity is 1. Its strongest force on any atom is 3.870 eV/Å. Its total energy is -2159.6949 hartree. As for the structure (SMILES): COCCNCCOC.COCCNCCOC.COCCNCCOC.COCCNCCOC.CC(C)O.CC(C)O.

Each line ends with the Löwdin charge.
CARTESIAN COORDINATES (ANGSTROEM)
1 C 3.45012 -0.61649 -3.45018  -0.10
2 O 4.05540 -0.40046 -4.71070  -0.19
3 C 3.44727 -1.19000 -5.70770  -0.25
4 C 4.02318 -0.74697 -6.97936  -0.23
5 N 3.58707 0.60409 -7.45333  -0.05
6 C 4.47174 1.15235 -8.43667  -0.20
7 C 4.61090 0.28951 -9.75293  -0.22
8 O 5.64436 -0.58413 -9.44030  -0.24
9 C 6.16314 -1.46744 -10.50482  -0.06
10 H 4.07617 -0.27526 -2.62572  0.07
11 H 3.49770 -1.69005 -3.26769  0.08
12 H 2.42004 -0.26691 -3.38065  0.08
13 H 2.40690 -0.88912 -5.83106  0.13
14 H 3.68559 -2.21563 -5.42598  0.13
15 H 3.67816 -1.43509 -7.75108  0.12
16 H 5.05845 -1.07945 -6.90335  0.12
17 H 3.52367 1.26517 -6.69237  0.10
18 H 5.42171 1.34007 -7.93624  0.12
19 H 4.04932 2.09690 -8.77944  0.11
20 H 4.99717 0.89418 -10.57345  0.11
21 H 3.70557 -0.26659 -9.99631  0.12
22 H 6.75531 -0.87864 -11.20536  0.08
23 H 5.37619 -2.00681 -11.03199  0.08
24 H 6.80416 -2.29915 -10.21251  0.08
25 C -3.35847 -1.24715 4.31584  -0.12
26 O -4.15634 -2.24912 4.93708  -0.17
27 C -3.56702 -2.60329 6.17988  -0.25
28 C -4.50094 -3.35939 7.01630  -0.23
29 N -5.85509 -2.77752 7.01508  -0.06
30 C -6.74625 -3.78964 7.73485  -0.18
31 C -6.37920 -3.95747 9.25536  -0.25
32 O -7.36316 -4.64491 9.92897  -0.19
33 C -7.34770 -6.06158 9.55177  -0.07
34 H -3.63415 -1.08731 3.27346  0.08
35 H -2.31100 -1.53797 4.23631  0.07
36 H -3.33709 -0.30514 4.86380  0.09
37 H -3.16769 -1.69668 6.63452  0.12
38 H -2.66576 -3.20608 6.06818  0.12
39 H -4.08451 -3.44042 8.02035  0.12
40 H -4.70036 -4.37816 6.68397  0.12
41 H -6.25755 -2.63361 6.09998  0.09
42 H -6.89938 -4.65114 7.08487  0.10
43 H -7.74847 -3.36117 7.74262  0.11
44 H -6.18960 -3.01139 9.76240  0.13
45 H -5.50679 -4.60900 9.30540  0.10
46 H -6.45759 -6.50167 10.00133  0.09
47 H -7.42090 -6.22609 8.47675  0.07
48 H -8.25657 -6.55446 9.89692  0.09
49 C -3.02451 5.37064 2.43903  -0.11
50 O -3.93787 4.92810 1.45833  -0.19
51 C -4.50897 3.72887 1.80900  -0.25
52 C -5.55595 3.36759 0.69233  -0.17
53 N -5.04285 2.75909 -0.56915  -0.06
54 C -4.29510 3.68631 -1.41733  -0.20
55 C -3.85967 3.01363 -2.76541  -0.20
56 O -2.65598 2.31796 -2.50352  -0.22
57 C -1.45451 3.09994 -2.68765  -0.08
58 H -2.57353 6.29683 2.08280  0.09
59 H -2.32255 4.66603 2.88499  0.09
60 H -3.66320 5.76759 3.22808  0.08
61 H -5.04056 3.83453 2.75470  0.12
62 H -3.83217 2.88485 1.94192  0.12
63 H -6.23816 4.20676 0.55637  0.12
64 H -6.23757 2.64674 1.14386  0.10
65 H -4.46698 1.95075 -0.38189  0.10
66 H -3.44232 4.11837 -0.89369  0.10
67 H -4.93289 4.54969 -1.60680  0.11
68 H -3.79741 3.69390 -3.61479  0.11
69 H -4.49757 2.18069 -3.06101  0.12
70 H -0.58330 2.46040 -2.82934  0.07
71 H -1.23173 3.53973 -1.71551  0.07
72 H -1.55374 3.83757 -3.48399  0.09
73 C 6.23899 -1.52983 -0.24445  -0.11
74 O 6.06616 -0.17982 -0.63474  -0.20
75 C 4.99052 0.53308 0.13540  -0.19
76 C 4.94983 1.94537 -0.31504  -0.20
77 N 3.74086 2.63726 0.19077  -0.04
78 C 3.31969 3.50859 -0.85599  -0.25
79 C 2.04356 4.04060 -0.32971  -0.26
80 O 2.28975 4.82049 0.82394  -0.20
81 C 1.08002 5.44535 1.44738  -0.05
82 H 7.11077 -1.96182 -0.73586  0.08
83 H 5.33560 -2.04653 -0.56851  0.08
84 H 6.55242 -1.54692 0.79938  0.08
85 H 5.20022 0.52662 1.20502  0.12
86 H 3.98234 0.11902 0.15015  0.10
87 H 4.91751 1.96433 -1.40439  0.11
88 H 5.80943 2.46156 0.11244  0.13
89 H 3.94367 3.27204 0.94973  0.11
90 H 3.14403 3.01567 -1.81217  0.12
91 H 4.03209 4.30081 -1.08612  0.13
92 H 1.31758 3.27155 -0.06586  0.11
93 H 1.60028 4.72353 -1.05443  0.12
94 H 1.38998 6.03431 2.31061  0.09
95 H 0.33127 4.70750 1.73555  0.07
96 H 0.45196 5.98757 0.74054  0.08
97 C -0.39554 -0.37798 -1.22057  -0.05
98 C -0.30685 0.05698 0.20411  -0.50
99 C -1.03643 -0.88922 1.18346  -0.03
100 O 1.05214 0.06777 0.54967  -0.05
101 H 0.30683 0.02083 -1.95250  0.07
102 H -1.42073 -0.25025 -1.56810  0.09
103 H -0.17262 -1.44359 -1.16678  0.08
104 H -0.74408 1.05544 0.20106  0.13
105 H -0.99347 -0.57742 2.22703  0.07
106 H -0.64843 -1.90782 1.18793  0.06
107 H -2.09277 -0.98858 0.93370  0.08
108 H 1.41710 0.78100 0.02079  0.06
109 C 2.18811 -5.21000 0.40422  -0.04
110 C 1.89981 -3.70722 0.47680  -0.52
111 C 2.66529 -2.99758 1.57928  -0.04
112 O 2.23603 -3.25458 -0.80638  -0.06
113 H 1.70545 -5.69408 1.25323  0.08
114 H 3.25431 -5.30053 0.61185  0.08
115 H 1.77415 -5.60628 -0.52299  0.08
116 H 0.84981 -3.45333 0.62223  0.11
117 H 3.63742 -3.42435 1.82610  0.08
118 H 1.98002 -2.97170 2.42653  0.08
119 H 2.85765 -1.96960 1.27212  0.06
120 H 1.89984 -2.35821 -0.73508  0.05